No. 1
{
  "formula": "C4H5NO",
  "method": "ωB97M-V/def2-TZVPD",
  "relative_energy_kj_mol": 65.4,
  "e_tot_ev": -7765.8489,
  "symbols": ["N", "C", "C", "C", "C", "O", "H", "H", "H", "H", "H"],
  "positions_angstrom": [[0.022, -0.239, -2.049], [0.132, -0.019, -0.676], [0.901, -0.533, 0.320], [0.331, -0.024, 1.537], [-0.662, 0.821, 1.183], [-0.795, 0.838, -0.174], [-0.712, 0.369, -2.395], [-0.242, -1.199, -2.248], [1.783, -1.152, 0.229], [0.585, -0.316, 2.544], [-1.344, 1.452, 1.729]],
  "mulliken_charge": [-0.60, 0.33, -0.47, -0.29, -0.43, -0.32, 0.31, 0.25, 0.42, 0.38, 0.42]
}

***

No. 2
{
  "formula": "C4H5NO",
  "method": "ωB97M-V/def2-TZVPD",
  "relative_energy_kj_mol": 463.4,
  "e_tot_ev": -7761.7238,
  "symbols": ["C", "C", "C", "C", "N", "O", "H", "H", "H", "H", "H"],
  "positions_angstrom": [[0.920, -1.598, -0.293], [-0.097, -0.534, -0.089], [-1.203, 0.126, 0.017], [-0.886, 1.852, 0.329], [0.359, 2.012, 0.397], [1.184, 1.070, 0.256], [1.442, -1.796, 0.649], [0.528, -2.552, -0.670], [1.664, -1.231, -1.007], [-2.281, -0.015, -0.018], [-1.629, 2.666, 0.429]],
  "mulliken_charge": [-0.99, 0.46, -0.50, -0.07, -0.09, -0.40, 0.27, 0.34, 0.28, 0.36, 0.34]
}

***

No. 3
{
  "formula": "C4H5NO",
  "method": "ωB97M-V/def2-TZVPD",
  "relative_energy_kj_mol": 138.4,
  "e_tot_ev": -7765.0925,
  "symbols": ["O", "C", "C", "C", "C", "N", "H", "H", "H", "H", "H"],
  "positions_angstrom": [[0.465, 0.486, 1.563], [0.300, -0.008, 0.269], [-0.549, 0.782, -0.699], [-1.082, -0.473, -0.070], [1.401, -0.829, -0.207], [2.284, -1.508, -0.523], [1.374, 0.788, 1.670], [-0.912, 1.722, -0.292], [-0.313, 0.789, -1.759], [-1.807, -0.388, 0.733], [-1.160, -1.363, -0.685]],
  "mulliken_charge": [-0.54, 0.92, -0.71, -0.71, 0.05, -0.40, 0.33, 0.26, 0.28, 0.25, 0.27]
}

***

No. 4
{
  "formula": "C4H5NO",
  "method": "ωB97M-V/def2-TZVPD",
  "relative_energy_kj_mol": 107.0,
  "e_tot_ev": -7765.4173,
  "symbols": ["C", "C", "C", "C", "H", "H", "H", "H", "H", "N", "O"],
  "positions_angstrom": [[1.812, -0.071, -0.018], [0.407, 0.083, -0.112], [-1.632, 0.663, -0.077], [-1.640, -0.662, -0.092], [2.341, 0.439, 0.940], [2.326, 0.514, -0.846], [2.101, -1.122, -0.063], [-2.471, 1.283, 0.274], [-2.572, -1.175, 0.195], [-0.292, 1.150, -0.113], [-0.379, -1.103, -0.087]],
  "mulliken_charge": [-0.88, 0.71, -0.30, -0.06, 0.23, 0.25, 0.26, 0.31, 0.33, -0.53, -0.33]
}

***

No. 5
{
  "formula": "C4H5NO",
  "method": "ωB97M-V/def2-TZVPD",
  "relative_energy_kj_mol": 192.1,
  "e_tot_ev": -7764.5357,
  "symbols": ["C", "C", "C", "O", "N", "C", "H", "H", "H", "H", "H"],
  "positions_angstrom": [[-1.541, 0.115, 0.208], [-0.027, -0.194, 0.069], [0.902, -1.207, 0.264], [2.152, -0.689, -0.103], [2.047, 0.613, -0.539], [0.789, 0.925, -0.438], [-2.225, -0.680, 0.571], [-1.638, 1.000, 0.873], [-1.891, 0.443, -0.791], [0.919, -2.287, 0.627], [0.513, 1.961, -0.742]],
  "mulliken_charge": [-1.04, 0.48, -0.35, -0.16, -0.34, -0.17, 0.31, 0.27, 0.27, 0.36, 0.37]
}

***

No. 6
{
  "formula": "C4H5NO",
  "method": "ωB97M-V/def2-TZVPD",
  "relative_energy_kj_mol": 204.1,
  "e_tot_ev": -7764.4112,
  "symbols": ["C", "C", "C", "C", "O", "N", "H", "H", "H", "H", "H"],
  "positions_angstrom": [[-0.793, -0.276, 0.491], [0.751, -0.377, 0.135], [-0.611, 1.154, 0.031], [0.716, 1.057, -0.166], [-1.713, -1.097, -0.150], [1.495, -1.376, 0.044], [-1.457, -1.206, -1.073], [-0.966, -0.386, 1.563], [2.427, -1.197, -0.328], [-1.332, 1.937, -0.129], [1.485, 1.767, -0.418]],
  "mulliken_charge": [0.19, 0.04, -0.60, -0.19, -0.52, -0.64, 0.33, 0.33, 0.24, 0.40, 0.41]
}

***

No. 7
{
  "formula": "C4H5NO",
  "method": "ωB97M-V/def2-TZVPD",
  "relative_energy_kj_mol": 389.9,
  "e_tot_ev": -7762.4858,
  "symbols": ["C", "C", "C", "O", "C", "N", "H", "H", "H", "H", "H"],
  "positions_angstrom": [[-1.040, -0.679, 0.576], [0.345, -0.180, 0.608], [1.076, 0.200, -0.603], [0.951, -1.009, -1.173], [0.296, 1.382, -1.062], [-0.397, 2.281, -1.284], [-1.659, -0.158, 1.319], [-1.458, -0.605, -0.427], [-1.021, -1.736, 0.869], [0.791, -0.002, 1.596], [2.116, 0.506, -0.418]],
  "mulliken_charge": [-1.02, -0.07, 0.22, -0.54, 0.15, -0.41, 0.36, 0.32, 0.32, 0.35, 0.32]
}

***

No. 8
{
  "formula": "C4H5NO",
  "method": "ωB97M-V/def2-TZVPD",
  "relative_energy_kj_mol": 183.9,
  "e_tot_ev": -7764.6202,
  "symbols": ["O", "C", "N", "C", "C", "C", "H", "H", "H", "H", "H"],
  "positions_angstrom": [[-1.742, 1.889, -0.710], [-1.605, 1.239, 0.307], [-0.574, 0.414, 0.596], [0.589, 0.283, -0.299], [1.134, -1.068, -0.341], [1.599, -2.176, -0.387], [-2.281, 1.204, 1.181], [-0.822, -0.161, 1.378], [0.319, 0.561, -1.327], [1.381, 0.970, 0.016], [2.003, -3.157, -0.414]],
  "mulliken_charge": [-0.56, 0.08, -0.16, -0.67, -0.46, 0.26, 0.30, 0.24, 0.32, 0.24, 0.40]
}

***

No. 9
{
  "formula": "C4H5NO",
  "method": "ωB97M-V/def2-TZVPD",
  "relative_energy_kj_mol": 236.5,
  "e_tot_ev": -7764.0749,
  "symbols": ["C", "C", "O", "C", "N", "C", "H", "H", "H", "H", "H"],
  "positions_angstrom": [[-0.900, 0.035, -0.095], [-0.419, -0.513, -1.422], [0.733, -0.774, -1.681], [1.471, 0.476, 0.824], [0.758, 1.245, 1.511], [0.140, -0.053, 1.002], [-1.169, 1.090, -0.271], [-1.834, -0.477, 0.179], [-1.210, -0.650, -2.188], [2.462, 0.443, 0.385], [-0.031, -0.822, 1.756]],
  "mulliken_charge": [-0.69, 0.10, -0.48, -0.16, -0.52, 0.09, 0.28, 0.33, 0.34, 0.33, 0.38]
}

***

No. 10
{
  "formula": "C4H5NO",
  "method": "ωB97M-V/def2-TZVPD",
  "relative_energy_kj_mol": 400.0,
  "e_tot_ev": -7762.3811,
  "symbols": ["N", "C", "O", "C", "C", "C", "H", "H", "H", "H", "H"],
  "positions_angstrom": [[0.472, -0.534, -1.521], [1.294, -0.236, -0.468], [2.511, -0.275, -0.548], [0.620, 0.116, 0.790], [-0.711, 0.078, 0.915], [-1.934, 0.455, 0.904], [0.902, -0.823, -2.383], [-0.531, -0.471, -1.463], [1.231, 0.311, 1.660], [-0.932, 1.354, 0.962], [-2.923, 0.024, 1.152]],
  "mulliken_charge": [-0.34, 0.50, -0.63, -0.60, 0.24, -0.56, 0.21, 0.18, 0.38, 0.33, 0.30]
}